{"formula": "C4H11NP", "method": "ωB97M-V with the def2-TZVPD basis set", "species": ["C", "N", "C", "C", "C", "P", "H", "H", "H", "H", "H", "H", "H", "H", "H", "H", "H"], "coordinates": [[-1.5111, -0.7247, 1.1523], [-0.1952, -0.7039, 0.5909], [0.2294, -0.9319, -0.8361], [0.5414, 0.3436, -0.1320], [0.0410, 1.6703, -0.5780], [2.3087, 0.3975, 0.5853], [-1.7123, -0.1820, 2.0516], [-2.2584, -0.5347, 0.4932], [-1.7984, -1.7549, 1.3834], [0.6111, -1.1777, 1.2466], [-0.7330, -0.8826, -1.3625], [0.8767, -1.7782, -1.0425], [0.4721, 2.4552, 0.1215], [-1.0188, 1.8375, -0.5816], [0.3272, 2.0347, -1.5141], [2.7451, 1.5735, -0.0214], [3.1069, -0.3370, -0.3707]], "relative_energy_kj_mol": 231.7, "total_charge": 1, "smiles": "C[N@H+]1C[C@]1(C)P"}



{"formula": "C6H12O", "method": "ωB97M-V with the def2-TZVPD basis set", "species": ["C", "C", "C", "O", "C", "C", "C", "H", "H", "H", "H", "H", "H", "H", "H", "H", "H", "H", "H"], "coordinates": [[1.5864, -0.9052, 1.3232], [0.9434, 0.4130, 0.8517], [1.2821, 0.2710, -0.9897], [0.1480, -0.5329, -1.2369], [-0.8079, 0.3764, -0.6827], [-2.2105, 0.0600, -1.1786], [-0.5939, 0.3569, 0.8293], [2.6683, -0.7683, 1.4106], [1.3752, -1.6423, 0.5451], [1.2438, -1.3459, 2.2758], [1.2994, 1.2536, 1.4838], [1.2949, 0.9680, -1.9035], [2.2306, -0.2373, -0.9832], [-0.3118, 1.3409, -0.9137], [-2.3133, 0.2697, -2.2443], [-2.9769, 0.6148, -0.6262], [-2.4307, -1.0089, -1.0430], [-1.0268, -0.5405, 1.2956], [-1.0898, 1.2353, 1.2722]], "relative_energy_kj_mol": 245.7, "total_charge": 0, "smiles": "C[C@H]1CO[C@@H](C)C1"}



{"formula": "C2H12NO3", "method": "ωB97M-V with the def2-TZVPD basis set", "species": ["C", "C", "N", "H", "H", "H", "H", "H", "H", "H", "H", "O", "H", "H", "O", "H", "H", "O"], "coordinates": [[1.7072, -0.2695, -2.1099], [-0.6725, -0.5704, -2.0686], [0.4118, -0.4299, -1.4330], [2.2912, 0.5031, -1.6207], [1.5452, 0.1052, -3.1105], [2.1929, -1.2406, -2.1629], [-0.7054, -0.4935, -3.1413], [-1.5457, -0.7849, -1.4616], [0.3963, -0.4193, -0.3750], [1.5859, -1.9912, 3.6089], [0.5021, -1.2972, 4.4107], [1.0048, -1.2196, 3.5855], [-3.0391, 2.9640, 0.2419], [-2.4627, 2.6558, -1.1595], [-2.5063, 2.3335, -0.2523], [0.2037, 0.7677, 1.4804], [0.5010, -0.6863, 1.9143], [0.1413, -0.1465, 1.1829]], "relative_energy_kj_mol": 68.4, "total_charge": 1}



{"formula": "C9H14N2O2", "method": "ωB97M-V with the def2-TZVPD basis set", "species": ["O", "C", "C", "C", "N", "C", "O", "N", "H", "H", "H", "H", "C", "C", "C", "C", "C", "H", "H", "H", "H", "H", "H", "H", "H", "H", "H"], "coordinates": [[-6.0189, 0.0541, 0.9279], [-4.8820, -0.2266, 0.4746], [-4.1897, -1.3465, -0.0292], [-3.1273, -1.2252, -0.8612], [-2.4828, 0.0327, -0.8330], [-3.0386, 1.2555, -0.2301], [-2.4528, 2.3641, -0.1819], [-4.3567, 1.1113, 0.2436], [-4.5777, -2.4113, 0.3044], [-2.7709, -2.0385, -1.4574], [-1.4170, 0.1042, -1.0701], [-4.6801, 1.9217, 0.7285], [3.1020, -0.6117, 1.2179], [2.2267, -1.0288, -0.0108], [2.2092, 0.1870, -0.9088], [3.4999, 0.8666, -0.6030], [3.6853, 0.7692, 0.8777], [2.4979, -0.6982, 2.1332], [4.0626, -1.1805, 1.3350], [1.2103, -1.2109, 0.3854], [2.5061, -1.9884, -0.4185], [1.3880, 0.8105, -0.6208], [1.9848, -0.2311, -1.9867], [3.4802, 1.9541, -0.8387], [4.3361, 0.2869, -1.0075], [3.1251, 1.5439, 1.2422], [4.6803, 0.9361, 1.1874]], "relative_energy_kj_mol": 231.9, "total_charge": 0, "smiles": "O=c1cc[nH]c(=O)[nH]1.C1CCCC1"}